Density functional theory data (wB97M-V/def2-TZVPD) for a molecular structure, C32H34IN11O10P2SW at a distorted geometry.

Computed properties:
* frontier orbital gap (spin up / spin down): 6.6 / 6.5 eV
* HOMO (spin up / spin down): -7.9 / -7.9 eV
* largest force on an atom: 2.43 eV Å⁻¹
* E_tot: -109944.4124 eV
* ΔE to the lowest compared entry with this formula, charge and spin: 74.25 kcal per mole

Geometry as ORCA input:
```
! wB97M-V def2-TZVPD RIJCOSX def2/J DEFGRID3
* xyz 0 3
W -0.29 -0.17 0.40
I -1.50 1.33 -1.76
S -2.03 1.92 2.28
P 1.62 -0.44 3.04
P -1.04 -1.93 2.94
O 5.56 -0.25 -0.19
O -2.07 -1.92 4.15
O 3.11 -0.93 2.82
O 1.79 0.43 4.37
O -1.33 -3.03 2.01
O 1.17 0.53 1.95
O 0.90 -1.74 0.92
O -0.97 1.69 1.17
O 1.32 -3.12 3.51
O -1.02 -0.49 2.34
N -0.47 -1.58 -1.21
N -2.43 -0.81 0.24
N -0.68 -3.37 -2.45
N -4.39 -0.94 1.10
N -2.47 -2.84 -1.00
N 1.53 0.46 -0.57
N -3.35 -0.20 1.03
N 3.27 -4.24 -0.08
N 0.61 -1.69 -2.04
N -4.22 -2.07 0.37
N 0.47 -2.74 -2.75
C 1.31 4.21 -0.66
C -1.11 2.40 3.78
C 1.03 -4.67 0.68
C 4.14 -2.09 -0.64
C 1.64 4.81 2.77
C -3.85 5.03 3.44
C -4.89 2.94 2.84
C 0.52 -1.76 5.26
C -2.68 3.53 1.78
C -1.24 -2.63 -1.52
C -0.50 4.72 4.52
C -4.89 5.30 4.31
C -0.24 3.62 3.71
C 0.30 5.85 4.47
C 0.62 -1.92 3.75
C -5.93 4.39 4.46
C 2.11 -3.71 0.31
C 4.26 -3.45 -0.49
C 1.63 1.83 -1.04
C 2.91 -1.51 -0.28
C 2.19 3.43 -2.75
C 2.11 2.11 -2.31
C 5.27 -1.26 -1.16
C -5.93 3.22 3.72
C 1.93 -2.31 0.30
C 0.85 3.67 2.83
C -3.84 3.85 2.70
C -3.02 -1.95 -0.14
C 1.25 2.90 -0.27
C 2.65 -0.14 -0.62
C 1.80 4.48 -1.93
C 1.37 5.90 3.59
H -3.00 3.37 0.75
H -1.91 2.52 4.52
H 0.98 5.02 -0.01
H 3.49 0.45 -0.98
H -4.89 2.02 2.27
H -3.03 5.74 3.32
H 1.04 -3.47 2.65
H 3.34 -1.30 1.96
H 2.42 1.16 4.27
H -6.74 4.60 5.15
H 6.38 0.18 -0.42
H -1.34 4.68 5.21
H 0.09 6.69 5.11
H 5.20 -3.95 -0.73
H 0.87 -5.34 -0.17
H 2.54 3.63 -3.76
H 2.47 4.84 2.07
H -0.54 1.51 4.01
H 5.01 -0.81 -2.12
H 1.35 -5.30 1.52
H 2.00 6.78 3.54
H -2.99 -3.66 -1.27
H 2.35 1.29 -2.98
H 0.09 -4.18 0.92
H -0.03 -2.62 5.65
H -0.01 -0.85 5.54
H -1.89 4.27 1.81
H 1.51 -1.74 5.71
H -4.89 6.23 4.88
H -6.74 2.51 3.82
H 6.14 -1.91 -1.33
H 1.86 5.50 -2.28
H 1.06 2.82 2.20
H -2.94 -2.22 3.85
*
```